Molecular formula: C2H2FP
Method: DFT, ωB97M-V with the def2-TZVPD basis set

The geometry in XYZ format:
```
6
Properties=species:S:1:pos:R:3:forces:R:3:mulliken_charge:R:1
C 0.5296 -1.2416 0.1146 -0.68 -1.28 -0.29 -0.2750
C 0.0700 1.0749 0.2821 1.09 1.01 -1.40 -0.3407
F 2.6700 0.0937 -0.4913 -0.35 0.21 1.20 -0.2862
P 1.4278 0.0113 0.5661 0.51 1.18 -1.67 0.3801
H -0.3424 -1.7656 0.4730 -0.03 0.23 0.18 0.3462
H 0.2984 1.6250 -0.7744 -0.55 -1.35 1.99 0.1756
```
Forces are in eV/Å.

Properties
**LUMO energy**: -2.0 eV
**Net charge**: 0
**Energy above the lowest of the compared OMol25 structures with the same formula, charge and spin**: 5.583 eV
**Gap between HOMO and LUMO**: 7.2 eV

---

Molecular formula: C4H6N2S
Method: DFT, ωB97M-V with the def2-TZVPD basis set

The geometry in XYZ format:
```
13
Properties=species:S:1:pos:R:3:forces:R:3:mulliken_charge:R:1
S 1.5957 0.9550 2.2254 -0.37 -0.42 -0.41 -0.2329
C 0.7941 -0.1859 1.3898 0.45 0.44 0.57 -0.0998
N 0.1313 0.0272 0.1953 -0.51 -0.50 -0.56 -0.3508
C -0.4820 -0.9981 -0.2822 0.55 0.25 0.09 0.1882
N -1.1579 -1.0330 -1.5156 0.04 0.08 0.66 -0.4222
C -0.6595 -0.0670 -2.5169 0.61 0.19 -0.14 -0.3014
C -1.8972 0.2253 -1.8094 -0.51 0.39 0.18 -0.3106
H 0.7765 -1.2094 1.7722 -0.04 -0.08 0.02 0.2181
H -0.4775 -1.9638 0.2367 -0.09 0.09 -0.01 0.3205
H -0.6541 -0.4810 -3.5181 -0.13 0.13 0.04 0.2252
H 0.2193 0.5088 -2.2290 -0.19 -0.13 -0.06 0.2698
H -1.8844 1.0024 -1.0349 0.15 -0.39 -0.34 0.2667
H -2.8580 0.0577 -2.2783 0.05 -0.03 -0.04 0.2291
```
Forces are in eV/Å.

Properties
**LUMO energy**: -0.7 eV
**Structure (SMILES)**: S=C/N=C/N1CC1
**Net charge**: 0
**Energy above the lowest of the compared OMol25 structures with the same formula, charge and spin**: 2.687 eV
**Gap between HOMO and LUMO**: 8.1 eV

---

Molecular formula: C4H7NS
Method: DFT, ωB97M-V with the def2-TZVPD basis set

The geometry in XYZ format:
```
13
Properties=species:S:1:pos:R:3:forces:R:3:mulliken_charge:R:1
N -1.8971 -0.2320 -0.1059 -1.72 -0.49 1.88 -0.5861
C -0.4197 -0.1308 -0.3762 -1.02 0.51 -2.31 0.3123
C 0.2347 1.1943 -0.0382 -0.59 -0.40 0.99 -0.6520
C 1.5353 1.1624 0.0976 3.96 -0.66 -1.32 -0.2663
S 2.2779 -0.5322 -0.1831 -2.16 1.02 0.79 -0.1383
C 0.5716 -1.1098 0.2443 -0.51 -2.63 -0.15 -0.6717
H -2.2366 -0.0240 0.9111 1.30 -0.61 -2.54 0.2140
H -2.6053 -0.9746 -0.5166 2.95 1.84 0.86 0.2175
H -0.3422 -0.0041 -1.5438 -0.11 -1.19 1.79 0.2044
H -0.3328 2.0565 0.1488 -0.77 1.15 -0.19 0.4484
H 2.4097 1.8937 0.0403 -2.06 -0.45 0.59 0.3178
H 0.3840 -1.0800 1.3344 0.46 0.22 -0.30 0.2787
H 0.4204 -2.2194 -0.0127 0.24 1.69 -0.10 0.3214
```
Forces are in eV/Å.

Properties
**LUMO energy**: 1.0 eV
**Structure (SMILES)**: N[C@H]1C=CSC1
**Net charge**: 0
**Energy above the lowest of the compared OMol25 structures with the same formula, charge and spin**: 2.059 eV
**Gap between HOMO and LUMO**: 9.2 eV

---

Molecular formula: C41H49BrCl2GeO5SSiW
Method: DFT, ωB97M-V with the def2-TZVPD basis set

The geometry in XYZ format:
```
102
Properties=species:S:1:pos:R:3:forces:R:3:mulliken_charge:R:1
W -1.0528 -0.6870 -0.2138 0.01 0.12 -0.58 1.6221
Br -2.8228 0.7533 1.1919 -0.13 -0.13 0.08 0.0118
C -3.0827 -0.3594 2.7014 0.02 -0.06 0.07 0.8456
C -3.7738 0.0672 3.7920 0.06 0.06 -0.18 -0.6338
C -3.9522 -0.8446 4.8509 0.04 -0.09 0.02 -0.8205
C -3.4680 -2.1170 4.7477 0.01 0.07 0.02 -0.8640
C -2.7554 -2.5459 3.6018 0.02 0.09 -0.06 1.3611
C -2.2723 -3.8676 3.4797 0.04 -0.02 -0.06 -1.0328
C -1.5821 -4.2311 2.3629 -0.04 0.00 0.05 -1.5054
C -1.3027 -3.2928 1.3478 0.02 0.11 -0.04 -0.3058
C -1.7353 -1.9760 1.3921 0.11 -0.58 0.31 -0.3643
C -2.5141 -1.6332 2.5458 -0.02 0.13 -0.10 0.4685
H -4.1717 1.0695 3.8513 -0.01 0.04 -0.01 0.4726
H -4.4824 -0.5280 5.7374 -0.02 0.01 0.02 0.4231
H -3.6157 -2.8222 5.5549 -0.01 -0.02 0.02 0.4397
H -2.4635 -4.5750 4.2756 0.00 -0.02 0.02 0.4552
H -1.2135 -5.2416 2.2516 0.01 -0.03 0.00 0.4888
H -0.6827 -3.6487 0.5372 -0.01 0.02 0.00 0.6778
C 1.5747 -1.9619 -3.3623 -0.07 0.02 0.10 -1.5956
C 1.9173 -1.1485 -2.1267 0.15 -0.10 0.16 1.4555
C 3.0550 -0.1788 -2.3933 0.04 -0.07 0.01 -1.7096
C 2.2599 -2.0477 -0.9569 0.00 0.11 -0.10 -1.2701
O 0.7120 -0.3250 -1.7276 -0.09 -0.13 0.15 2.0237
Si 0.1984 1.0235 -2.5735 -0.26 0.19 -0.11 -0.6372
S -1.4876 1.3138 -1.2984 -0.02 0.43 -0.10 -1.1424
O 1.2557 2.2133 -2.4645 0.01 -0.04 0.05 0.1565
C 1.2977 3.5924 -2.9290 0.02 0.07 0.00 1.6363
C 0.3830 3.7896 -4.1263 0.05 0.02 0.03 -1.6254
C 2.7454 3.8528 -3.3094 -0.07 0.00 0.00 -1.6122
C 0.8490 4.4719 -1.7704 0.06 -0.04 -0.01 -1.3049
O -0.2114 0.7630 -4.0970 0.17 -0.15 0.02 0.0330
C -1.3117 0.3349 -4.9380 -0.09 -0.03 -0.01 1.9627
C -2.2296 1.5307 -5.1469 0.03 -0.05 -0.02 -1.7478
C -2.0701 -0.8066 -4.2740 -0.04 0.21 -0.08 -1.4137
C -0.6848 -0.1081 -6.2519 -0.04 0.03 0.09 -1.7022
H 2.4442 -2.5586 -3.6387 0.03 0.02 0.01 0.4954
H 1.3250 -1.3208 -4.2026 -0.04 0.06 -0.09 0.1915
H 0.7503 -2.6408 -3.1567 -0.03 -0.03 -0.03 0.1221
H 3.9568 -0.7583 -2.5901 0.03 -0.02 -0.01 0.5539
H 3.2320 0.4623 -1.5302 0.01 0.00 -0.02 0.1154
H 2.8615 0.4435 -3.2665 0.01 0.01 -0.03 0.4121
H 3.1064 -2.6709 -1.2445 0.03 -0.03 -0.02 0.6848
H 1.4334 -2.7070 -0.6987 -0.01 0.00 -0.03 -0.0517
H 2.5630 -1.4555 -0.0946 -0.04 -0.11 -0.19 0.0701
H 0.6431 3.1066 -4.9330 0.01 -0.01 -0.02 0.3133
H 0.4841 4.8119 -4.4896 0.00 0.02 0.00 0.5989
H -0.6610 3.6335 -3.8526 -0.06 -0.01 0.01 0.2474
H 3.0217 3.2613 -4.1815 0.02 -0.03 -0.03 0.3494
H 3.4053 3.5864 -2.4878 0.05 -0.01 0.07 0.1977
H 2.8882 4.9059 -3.5475 0.00 0.04 -0.02 0.4841
H -0.1662 4.2132 -1.4661 -0.03 -0.01 0.02 0.2993
H 0.8561 5.5187 -2.0726 0.01 0.03 -0.01 0.4991
H 1.5119 4.3593 -0.9128 -0.03 -0.01 -0.02 0.1675
H -2.6182 1.8893 -4.1928 -0.01 0.01 0.03 0.2777
H -3.0759 1.2450 -5.7709 -0.02 -0.01 -0.01 0.5244
H -1.6977 2.3422 -5.6403 0.01 0.02 -0.01 0.3775
H -2.5646 -0.4661 -3.3623 0.02 -0.04 -0.03 0.1865
H -1.3926 -1.6280 -4.0461 0.13 -0.08 0.01 0.0434
H -2.8418 -1.1791 -4.9478 0.02 -0.01 -0.01 0.7180
H -0.0743 0.6926 -6.6668 0.01 0.02 -0.01 0.3598
H -1.4630 -0.3577 -6.9715 -0.04 -0.01 -0.02 0.4430
H -0.0574 -0.9871 -6.1090 0.03 -0.03 0.02 0.3749
C 1.4525 -2.1911 2.2955 -0.04 -0.05 -0.06 -2.4474
Ge 0.7487 -0.4282 1.7538 0.11 0.02 0.33 1.4599
C 2.3489 0.6128 1.2119 -0.11 -0.04 0.03 0.1801
C 3.6129 0.1194 1.5404 0.03 0.05 0.06 0.0717
C 4.7649 0.8434 1.2691 0.00 -0.01 0.00 -1.0251
C 4.6743 2.0894 0.6693 -0.01 0.02 -0.01 -0.9370
C 3.4276 2.5903 0.3285 0.05 0.02 -0.02 -0.7043
C 2.2816 1.8523 0.5826 -0.10 0.01 0.06 0.5799
C -0.0460 0.6060 3.2571 0.01 0.08 -0.19 -0.1620
C -0.4184 1.8857 2.9185 0.10 -0.12 0.04 0.0035
C -1.0341 2.7656 3.8293 -0.02 0.01 0.12 -1.3464
C -1.2697 2.3563 5.1088 0.02 0.01 -0.10 -0.9182
C -0.8805 1.0626 5.5286 -0.01 0.01 -0.02 1.0281
C -1.0952 0.6499 6.8659 0.02 -0.07 0.02 -0.9170
C -0.7060 -0.5870 7.2926 -0.05 0.11 -0.01 -0.6501
C -0.0828 -1.4661 6.3879 0.00 -0.02 -0.10 -1.1623
C 0.1242 -1.0957 5.0883 0.04 -0.16 0.06 -0.2932
C -0.2638 0.1767 4.6053 0.02 -0.01 -0.01 0.8126
H 2.2910 -2.0662 2.9785 0.03 0.04 0.04 0.8329
H 1.7944 -2.7582 1.4305 0.00 0.05 0.11 0.2431
H 0.6935 -2.7833 2.7975 0.00 0.01 -0.05 0.7403
H 3.7194 -0.8426 2.0215 -0.01 -0.06 0.03 0.3392
H 5.7300 0.4376 1.5405 0.03 -0.01 0.00 0.4510
H 5.5667 2.6668 0.4698 0.02 0.01 0.00 0.4327
H 3.3525 3.5633 -0.1366 0.00 0.03 -0.02 0.5026
H 1.3266 2.2583 0.2723 -0.07 0.03 0.02 -0.2468
H -0.2649 2.2453 1.9081 0.07 0.02 -0.07 0.3408
H -1.3125 3.7596 3.5068 -0.01 0.04 0.00 0.4475
H -1.7394 3.0163 5.8265 -0.02 0.04 0.02 0.4301
H -1.5644 1.3462 7.5488 -0.02 0.03 0.04 0.4299
H -0.8634 -0.8885 8.3187 -0.01 0.00 0.04 0.4321
H 0.2401 -2.4421 6.7249 0.01 -0.03 0.01 0.4554
H 0.6117 -1.7881 4.4212 -0.05 0.07 0.10 0.5396
Cl -2.4304 -5.2019 -1.4203 0.02 0.13 -0.07 -0.1315
C -2.4623 -3.7571 -2.4584 -0.04 -0.14 -0.04 0.4320
Cl -4.0324 -3.5093 -3.1947 0.00 -0.04 -0.01 -0.1167
C -2.0692 -2.5805 -1.5956 -0.11 -0.01 0.08 0.0594
O -0.8217 -2.4368 -1.3090 0.06 -0.11 0.08 -1.1939
O -2.8672 -1.7533 -1.1334 0.06 0.08 0.15 -0.5418
H -1.7172 -3.8984 -3.2394 -0.06 -0.01 0.06 0.2470
```
Forces are in eV/Å.

Properties
**LUMO energy (spin up / spin down)**: -4.4 / -4.1 eV
**2S+1**: 2
**Net charge**: +1
**Energy above the lowest of the compared OMol25 structures with the same formula, charge and spin**: 0.000 eV
**<S²>**: 0.76
**Gap between HOMO and LUMO (spin up / spin down)**: 5.8 / 6.1 eV

---

- Among the records above, which one has the highest net charge?
  C41H49BrCl2GeO5SSiW